{"formula": "C4H12B4ClNO10P2", "method": "ωB97M-V/def2-TZVPD", "lumo_energy_ha": -0.00606, "total_energy_ha": -2209.53087, "molar_mass_g_mol": 374.8, "smiles": "NP(O)B1OB(B(O)O)OB(P(O)Cl)O1.C[C@@H]1COC(=O)O1", "gap_ev": 9.0, "relative_energy_kcal_mol": 0.00, "symbols": ["N", "P", "O", "B", "O", "B", "B", "O", "O", "O", "B", "P", "O", "Cl", "O", "H", "H", "H", "H", "H", "H", "C", "C", "C", "O", "C", "O", "O", "H", "H", "H", "H", "H", "H"], "xyz": [[0.949, 1.186, 1.253], [-0.176, 2.024, 0.285], [0.069, 1.280, -1.192], [-1.855, 1.119, 0.752], [-2.076, -0.212, 0.436], [-3.401, -0.642, 0.331], [-3.854, -2.287, 0.571], [-3.772, -2.831, 1.834], [-4.359, -3.091, -0.406], [-4.336, 0.370, 0.131], [-4.172, 1.485, 0.928], [-5.711, 2.597, 1.370], [-6.914, 1.485, 1.152], [-5.475, 2.430, 3.401], [-2.896, 1.811, 1.336], [1.395, 1.783, 1.933], [0.666, 0.310, 1.668], [-0.711, 0.829, -1.527], [-2.894, -2.871, 2.223], [-4.570, -2.613, -1.212], [-7.467, 1.745, 0.407], [3.261, 0.307, -0.850], [4.609, -0.009, -1.435], [4.848, -1.448, -1.846], [6.264, -1.581, -1.688], [6.664, -0.687, -0.749], [7.744, -0.660, -0.260], [5.653, 0.160, -0.452], [3.268, 1.287, -0.380], [2.496, 0.308, -1.625], [2.983, -0.422, -0.088], [4.842, 0.660, -2.269], [4.572, -1.675, -2.872], [4.355, -2.145, -1.163]], "atomic_forces_ev_per_a": [[-0.6, 0.0, 0.2], [0.2, 0.2, -0.1], [-0.1, 0.1, 0.0], [0.1, -0.2, 0.1], [-0.1, 0.1, 0.0], [0.3, 0.0, -0.2], [0.1, 0.1, -0.2], [0.2, -0.4, -0.3], [-0.3, 0.2, 0.1], [-0.3, -0.2, 0.5], [0.1, -0.1, -0.1], [-0.1, 0.0, -0.2], [0.3, 0.0, -0.2], [0.0, 0.0, 0.2], [0.0, 0.3, -0.2], [0.2, 0.0, 0.0], [0.2, -0.1, 0.0], [0.1, -0.2, 0.0], [-0.1, 0.3, 0.2], [0.1, -0.1, 0.0], [-0.2, 0.1, 0.1], [0.1, -0.1, 0.1], [0.0, 0.0, 0.0], [0.0, 0.0, 0.0], [0.0, 0.0, 0.0], [-0.1, 0.0, 0.0], [0.1, 0.0, 0.0], [0.0, 0.0, 0.0], [0.0, 0.0, -0.1], [0.0, 0.0, 0.0], [0.0, 0.0, 0.0], [0.0, 0.0, 0.0], [0.1, 0.0, 0.0], [0.0, 0.0, 0.0]], "mulliken_charge": [-0.4655, -0.1777, -0.4174, 0.2834, -0.0225, 0.2466, 0.4458, -0.5372, -0.5285, -0.0601, 0.4345, -0.0666, -0.4663, -0.2229, -0.1558, 0.2590, 0.2266, 0.3069, 0.3137, 0.2960, 0.3151, -1.3732, 0.5571, -0.5088, -0.3320, 0.6220, -0.5241, -0.3662, 0.3291, 0.4035, 0.2746, 0.2905, 0.3013, 0.3190]}